# 1
This record from the Open Molecules 2025 dataset describes a single C4H5NO2 molecule in a non-equilibrium geometry. The level of theory is ωB97M-V/def2-TZVPD.

## Properties
* net charge: 0
* electronic energy: -360.5609 hartree
* relative energy (zero: lowest compared OMol25 entry of this formula, charge and spin): 68.07 kcal per mole
* gap between HOMO and LUMO: 0.3660 hartree
* spin multiplicity: 1

CARTESIAN COORDINATES (ANGSTROEM)
C -1.8083 0.2331 0.2323
C -0.4796 -0.2144 -0.3012
C 0.0179 -1.5690 -0.0304
O 1.3413 -1.3309 0.1157
C 1.5954 0.0181 0.0354
O 2.8543 0.3549 0.2373
N 0.5988 0.7451 -0.2111
H -1.7389 0.4113 1.3014
H -2.1111 1.1628 -0.2491
H -2.5591 -0.5396 0.0623
H -0.6259 -0.5872 -1.3726
H 2.9153 1.3159 0.1800

---

# 2
This record from the Open Molecules 2025 dataset describes 2 unconnected molecules or ions with the total composition C4H5NO2 in a non-equilibrium geometry. The level of theory is ωB97M-V/def2-TZVPD.

## Properties
* net charge: 0
* electronic energy: -360.5604 hartree
* relative energy (zero: lowest compared OMol25 entry of this formula, charge and spin): 68.43 kcal per mole
* structure (SMILES): C=NC=O.C=C=O
* gap between HOMO and LUMO: 0.3416 hartree
* spin multiplicity: 1

CARTESIAN COORDINATES (ANGSTROEM)
O -1.0977 2.1253 -0.8387
C -1.0046 1.2555 -0.0800
C -1.2688 0.1222 0.6209
C 0.0486 -1.1718 -0.5289
N 1.2487 -1.0187 -0.0218
C 1.7911 0.1992 0.0977
O 1.1582 1.2649 0.2163
H -0.7269 -0.0333 1.5441
H -2.3116 -0.1866 0.5747
H -0.2278 -0.7107 -1.4822
H -0.4965 -2.0850 -0.2869
H 2.8871 0.2211 0.1880

---

# 3
This record from the Open Molecules 2025 dataset describes 2 unconnected molecules or ions with the total composition C4H5NO2. The level of theory is ωB97M-V/def2-TZVPD.

## Properties
* net charge: 0
* electronic energy: -360.6145 hartree
* relative energy (zero: lowest compared OMol25 entry of this formula, charge and spin): 34.49 kcal per mole
* structure (SMILES): C=CC=O.N=C=O
* gap between HOMO and LUMO: 0.3755 hartree
* spin multiplicity: 1

CARTESIAN COORDINATES (ANGSTROEM)
O -1.8991 -0.2460 1.2866
C -1.7163 -0.1136 0.0954
C -0.6798 0.7772 -0.4880
C 0.1481 1.4601 0.3015
N 1.9769 -0.7710 0.3004
C 1.0969 -1.3802 -0.2901
O 0.2363 -1.8989 -0.8830
H -2.3206 -0.6866 -0.6349
H -0.5737 0.7813 -1.5716
H 0.9526 2.0707 -0.0947
H 0.0581 1.3898 1.3826
H 2.7205 -1.3829 0.5958

---

# 4
This record from the Open Molecules 2025 dataset describes a single C4H5NO2 molecule in a non-equilibrium geometry. The level of theory is ωB97M-V/def2-TZVPD.

## Properties
* net charge: 0
* electronic energy: -360.4711 hartree
* relative energy (zero: lowest compared OMol25 entry of this formula, charge and spin): 124.48 kcal per mole
* structure (SMILES): OOn1cccc1
* gap between HOMO and LUMO: 0.3537 hartree
* spin multiplicity: 1

CARTESIAN COORDINATES (ANGSTROEM)
C -0.1970 1.4099 -0.7583
C -1.1451 1.1658 0.2532
C 0.7719 0.4636 -0.6812
C -0.7543 0.0235 0.9106
N 0.5004 -0.3036 0.4435
O 1.2408 -2.3053 -0.1769
O 1.3226 -1.3692 0.8803
H -0.2565 2.0270 -1.5503
H -2.2110 1.5247 0.4171
H 1.6496 0.3236 -1.2812
H -1.2337 -0.4372 1.7273
H 0.3122 -2.5228 -0.1840

---

# 5
This record from the Open Molecules 2025 dataset describes a single C4H5NO2 molecule. The level of theory is ωB97M-V/def2-TZVPD.

## Properties
* net charge: 0
* electronic energy: -360.5120 hartree
* relative energy (zero: lowest compared OMol25 entry of this formula, charge and spin): 98.81 kcal per mole
* gap between HOMO and LUMO: 0.3514 hartree
* spin multiplicity: 1

CARTESIAN COORDINATES (ANGSTROEM)
C 1.9276 1.5652 -0.2282
C 0.0389 0.3050 -0.4115
C -1.2017 0.3035 0.0179
O -1.7898 -0.8111 0.6059
C -1.2243 -1.9369 0.1757
O -1.8944 -2.9105 0.7653
N 1.1515 0.5137 -0.8719
H 2.9354 1.2404 0.0265
H 1.9919 2.3409 -0.9945
H 1.4133 1.9736 0.6508
H -1.8622 1.1378 -0.1708
H -1.4862 -3.7217 0.4348

---

# 6
This record from the Open Molecules 2025 dataset describes a single C4H5NO2 molecule. The level of theory is ωB97M-V/def2-TZVPD.

## Properties
* net charge: 0
* electronic energy: -360.6530 hartree
* relative energy (zero: lowest compared OMol25 entry of this formula, charge and spin): 10.33 kcal per mole
* structure (SMILES): Cc1coc(O)n1
* gap between HOMO and LUMO: 0.3501 hartree
* spin multiplicity: 1

CARTESIAN COORDINATES (ANGSTROEM)
C -1.8759 0.4620 0.1879
C -0.4673 -0.0053 0.0086
C -0.0371 -1.2113 -0.4124
O 1.3436 -1.1908 -0.4396
C 1.6422 0.0379 -0.0238
O 2.9467 0.2923 0.0488
N 0.6450 0.8082 0.2591
H -1.9480 1.1747 1.0131
H -2.2523 0.9546 -0.7153
H -2.5330 -0.3856 0.4059
H -0.5109 -2.1303 -0.7171
H 3.0470 1.1936 0.3848

---

# 7
This record from the Open Molecules 2025 dataset describes a single C4H5NO2 molecule in a non-equilibrium geometry. The level of theory is ωB97M-V/def2-TZVPD.

## Properties
* net charge: 0
* electronic energy: -360.4974 hartree
* relative energy (zero: lowest compared OMol25 entry of this formula, charge and spin): 107.97 kcal per mole
* gap between HOMO and LUMO (alpha / beta): 0.2681 / 0.2667 hartree
* spin multiplicity: 1

CARTESIAN COORDINATES (ANGSTROEM)
O 0.4019 -2.0390 -0.1764
C -0.7588 -1.6845 -0.2994
C -1.1311 -0.2319 -0.2890
O -2.1672 0.3018 -0.6423
N -0.0801 0.4027 0.3019
C 0.2242 1.7292 0.1985
C 1.2182 -0.0849 0.2494
H -1.5677 -2.4187 -0.3224
H 0.7956 2.2159 0.9704
H -0.3933 2.3127 -0.4939
H 1.7799 -0.1054 -0.6675
H 1.6854 -0.4316 1.1741

---

# 8
This record from the Open Molecules 2025 dataset describes a single C4H5NO2 molecule in a non-equilibrium geometry. The level of theory is ωB97M-V/def2-TZVPD.

## Properties
* net charge: 0
* electronic energy: -360.4681 hartree
* relative energy (zero: lowest compared OMol25 entry of this formula, charge and spin): 126.30 kcal per mole
* structure (SMILES): O=[N+]([O-])[C@H]1C=CC1
* gap between HOMO and LUMO: 0.4032 hartree
* spin multiplicity: 1

CARTESIAN COORDINATES (ANGSTROEM)
C 1.3186 -0.0986 0.7055
C 0.4609 0.9185 0.6617
C 0.7864 -0.7441 -0.5512
C -0.2881 0.3093 -0.5873
N -1.7194 -0.0902 -0.0987
O -1.8195 -1.1183 0.4882
O -2.6152 0.6906 -0.2545
H 2.0753 -0.3327 1.2976
H 0.4390 1.7139 1.3312
H 1.4117 -0.6082 -1.3406
H 0.5220 -1.7171 -0.3577
H -0.5718 1.0769 -1.2942

---

# 9
This record from the Open Molecules 2025 dataset describes a single C4H5NO2 molecule. The level of theory is ωB97M-V/def2-TZVPD.

## Properties
* net charge: 0
* electronic energy: -360.5126 hartree
* relative energy (zero: lowest compared OMol25 entry of this formula, charge and spin): 98.41 kcal per mole
* gap between HOMO and LUMO: 0.3193 hartree
* spin multiplicity: 1

CARTESIAN COORDINATES (ANGSTROEM)
C 1.7976 0.2053 -0.3018
C 0.4534 -0.4232 -0.4336
C 0.1434 -1.6566 0.0411
O -1.5388 -1.4217 0.1131
C -1.6221 -0.1773 0.0207
O -2.3034 0.5219 0.9299
N -0.6755 0.4242 -0.7038
H 2.3437 0.2983 -1.2420
H 1.7100 1.2035 0.1546
H 2.3732 -0.4125 0.3943
H -2.0725 0.0073 1.7286
H -0.6090 1.4309 -0.7012

---

# 10
This record from the Open Molecules 2025 dataset describes 3 unconnected molecules or ions with the total composition C4H5NO2. The level of theory is ωB97M-V/def2-TZVPD.

## Properties
* net charge: 0
* electronic energy: -360.3808 hartree
* relative energy (zero: lowest compared OMol25 entry of this formula, charge and spin): 181.11 kcal per mole
* gap between HOMO and LUMO (alpha / beta): 0.2966 / 0.2964 hartree
* spin multiplicity: 1

CARTESIAN COORDINATES (ANGSTROEM)
O 1.2759 1.6018 1.6053
C 0.7960 0.9530 0.7252
N 1.2410 0.2426 -0.3525
C 0.5088 -1.0576 -0.3210
C -0.9314 -0.6329 -0.0194
O -1.3587 -0.1571 1.3144
C -0.7735 0.7109 0.4897
H 0.1797 1.1270 -1.1409
H 0.9681 -1.7724 0.3707
H 0.5246 -1.4871 -1.3257
H -1.7738 -0.9203 -0.6395
H -0.6668 1.4958 -0.9010

---

# 11
This record from the Open Molecules 2025 dataset describes a single C4H5NO2 molecule in a non-equilibrium geometry. The level of theory is ωB97M-V/def2-TZVPD.

## Properties
* net charge: 0
* electronic energy: -360.5347 hartree
* relative energy (zero: lowest compared OMol25 entry of this formula, charge and spin): 84.52 kcal per mole
* structure (SMILES): C=C=NC(=O)CO
* gap between HOMO and LUMO: 0.3148 hartree
* spin multiplicity: 1

CARTESIAN COORDINATES (ANGSTROEM)
C 0.2789 1.0436 -0.0213
C -0.3853 -1.4079 -0.0346
C -1.6706 -1.5920 -0.0966
O 0.9382 2.2274 -0.4016
N 0.8298 -1.4853 -0.0242
C 1.3649 -0.2365 -0.0076
O 2.5450 0.0547 0.0165
H 1.1520 2.7215 0.4070
H -0.5698 0.9445 -0.6978
H -0.0548 1.1137 1.0204
H -2.0501 -2.6082 -0.0963
H -2.3781 -0.7757 -0.0639

---

# 12
This record from the Open Molecules 2025 dataset describes a single C4H5NO2 molecule. The level of theory is ωB97M-V/def2-TZVPD.

## Properties
* net charge: 0
* electronic energy: -360.6384 hartree
* relative energy (zero: lowest compared OMol25 entry of this formula, charge and spin): 19.48 kcal per mole
* structure (SMILES): NC1=CCOC1=O
* gap between HOMO and LUMO: 0.3497 hartree
* spin multiplicity: 1

CARTESIAN COORDINATES (ANGSTROEM)
N 1.0519 1.6352 0.4409
C 0.3493 0.5406 0.0094
C -0.9095 0.3549 -0.4130
C -1.1748 -1.1073 -0.2215
O 0.1098 -1.7345 -0.3527
C 1.0454 -0.7723 -0.1748
O 2.2304 -0.9532 -0.2669
H 0.4787 2.3526 0.8608
H 1.8559 1.3889 1.0050
H -1.9052 -1.5554 -0.8894
H -1.6171 1.0458 -0.8441
H -1.4933 -1.2782 0.8172

---

Repeat the seventh record exactly.
This record from the Open Molecules 2025 dataset describes a single C4H5NO2 molecule in a non-equilibrium geometry. The level of theory is ωB97M-V/def2-TZVPD.

## Properties
* net charge: 0
* electronic energy: -360.4974 hartree
* relative energy (zero: lowest compared OMol25 entry of this formula, charge and spin): 107.97 kcal per mole
* gap between HOMO and LUMO (alpha / beta): 0.2681 / 0.2667 hartree
* spin multiplicity: 1

CARTESIAN COORDINATES (ANGSTROEM)
O 0.4019 -2.0390 -0.1764
C -0.7588 -1.6845 -0.2994
C -1.1311 -0.2319 -0.2890
O -2.1672 0.3018 -0.6423
N -0.0801 0.4027 0.3019
C 0.2242 1.7292 0.1985
C 1.2182 -0.0849 0.2494
H -1.5677 -2.4187 -0.3224
H 0.7956 2.2159 0.9704
H -0.3933 2.3127 -0.4939
H 1.7799 -0.1054 -0.6675
H 1.6854 -0.4316 1.1741